[1]
The following is a quantum chemistry calculation of 2 unconnected molecules or ions with the total composition C7H12O, from OMol25.

## Properties
total energy: -349.0380 Ha
HOMO energy: -9.21 eV
SMILES string: C=CC(=C)C(=C)C.O
gap between HOMO and LUMO: 10.04 eV
E_LUMO: 0.8 eV
ΔE to the lowest compared entry with this formula, charge and spin: 69.4 kcal/mol

Each line ends with the Löwdin charge.
Geometry (Å):
1 C 1.55 1.19 0.74  0.032
2 C 0.55 0.29 1.04  -0.142
3 C -0.15 -0.47 0.03  -0.340
4 C -0.05 -1.78 -0.09  0.086
5 C -1.25 0.36 -0.50  -0.351
6 C -1.06 1.04 -1.60  0.057
7 C -2.58 0.38 0.24  -0.031
8 H 2.12 1.94 1.22  0.033
9 H 1.89 1.33 -0.37  0.099
10 H 0.18 0.15 2.05  0.111
11 H 0.77 -2.42 0.21  0.062
12 H -0.55 -2.40 -0.83  0.074
13 H -0.11 1.30 -2.01  0.063
14 H -1.87 1.60 -1.99  0.054
15 H -2.99 -0.67 0.10  0.101
16 H -3.32 1.06 -0.04  0.047
17 H -2.33 0.48 1.34  0.100
18 O 3.04 -1.44 -0.11  -0.062
19 H 2.41 -1.15 0.51  -0.051
20 H 3.75 -0.78 0.07  0.058

[2]
The following is a quantum chemistry calculation of C7H12O in the gas phase, from OMol25.

## Properties
total energy: -349.0328 Ha
HOMO energy: -9.13 eV
SMILES string: C=CC(=C)CCCO
gap between HOMO and LUMO: 9.99 eV
E_LUMO: 0.9 eV
ΔE to the lowest compared entry with this formula, charge and spin: 72.7 kcal/mol

Each line ends with the Löwdin charge.
Geometry (Å):
1 C 1.04 -2.60 0.14  0.051
2 C 1.39 -1.28 0.12  -0.160
3 C 0.96 -0.46 -0.94  -0.348
4 C 1.02 -0.83 -2.20  0.074
5 C 0.39 0.91 -0.38  -0.122
6 C -1.16 0.91 -0.27  -0.186
7 C -1.69 0.92 1.14  -0.353
8 O -1.45 1.93 2.03  -0.090
9 H 1.59 -3.26 0.79  0.051
10 H 0.39 -3.03 -0.52  0.023
11 H 2.32 -1.01 0.68  0.125
12 H 0.69 -0.06 -2.82  0.055
13 H 1.60 -1.53 -2.62  0.038
14 H 0.81 1.63 -1.04  0.095
15 H 0.70 0.91 0.68  0.108
16 H -1.69 0.02 -0.67  0.125
17 H -1.41 1.84 -0.85  0.123
18 H -1.38 0.03 1.76  0.132
19 H -2.86 1.02 1.11  0.142
20 H -0.93 2.62 1.51  0.116

[3]
The following is a quantum chemistry calculation of 2 unconnected molecules or ions with the total composition C7H12O, from OMol25.

## Properties
total energy: -349.0832 Ha
HOMO energy: -9.14 eV
SMILES string: C=CC(=C)C(=C)C.O
gap between HOMO and LUMO: 9.96 eV
E_LUMO: 0.8 eV
ΔE to the lowest compared entry with this formula, charge and spin: 41.1 kcal/mol

Each line ends with the Löwdin charge.
Geometry (Å):
1 C 0.84 1.46 1.10  0.039
2 C 0.69 0.16 0.89  -0.156
3 C -0.31 -0.46 0.00  -0.310
4 C -0.20 -1.71 -0.45  0.075
5 C -1.44 0.43 -0.42  -0.363
6 C -1.52 0.79 -1.69  0.059
7 C -2.48 0.73 0.63  -0.053
8 H 1.65 1.89 1.67  0.060
9 H 0.26 2.16 0.52  0.066
10 H 1.26 -0.63 1.38  0.100
11 H 0.69 -2.34 -0.38  0.069
12 H -1.00 -2.19 -1.01  0.073
13 H -0.78 0.41 -2.39  0.072
14 H -2.17 1.56 -2.09  0.065
15 H -2.06 0.58 1.62  0.071
16 H -3.31 0.03 0.55  0.083
17 H -2.82 1.77 0.65  0.084
18 O 3.56 -1.31 -0.15  -0.055
19 H 2.84 -0.93 0.35  -0.016
20 H 4.11 -0.63 -0.54  0.036

[4]
The following is a quantum chemistry calculation of 2 unconnected molecules or ions with the total composition C7H12O, from OMol25.

## Properties
total energy: -349.0253 Ha
HOMO energy: -8.50 eV
SMILES string: C=CC(=C)/C=C/C.O
gap between HOMO and LUMO: 9.24 eV
E_LUMO: 0.7 eV
ΔE to the lowest compared entry with this formula, charge and spin: 77.4 kcal/mol

Each line ends with the Löwdin charge.
Geometry (Å):
1 C 1.41 0.03 2.66  0.034
2 C 1.78 0.47 1.46  -0.159
3 C 1.08 0.12 0.27  -0.352
4 C 1.79 0.22 -0.85  0.053
5 C -0.29 -0.57 0.36  -0.070
6 C -1.32 0.18 0.72  -0.208
7 C -2.75 -0.14 0.56  -0.116
8 H 2.09 -0.17 3.41  0.039
9 H 0.49 -0.33 2.90  0.018
10 H 2.88 0.81 1.22  0.142
11 H 2.76 0.65 -0.78  0.043
12 H 1.64 -0.30 -1.81  0.071
13 H -0.24 -1.66 0.09  0.136
14 H -1.09 1.19 0.78  0.095
15 H -3.01 -0.49 -0.59  0.131
16 H -2.95 -1.05 1.16  0.075
17 H -3.30 0.77 0.86  0.069
18 O -0.03 0.24 -4.27  0.042
19 H -0.32 -0.55 -4.49  -0.040
20 H -0.61 0.59 -3.66  -0.003

[5]
The following is a quantum chemistry calculation of 2 unconnected molecules or ions with the total composition C7H12O, from OMol25.

## Properties
total energy: -348.7233 Ha
HOMO energy (alpha / beta): -12.10 / -12.09 eV
2S+1: 2
<S²>: 0.79
gap between HOMO and LUMO (alpha / beta): 6.31 / 3.25 eV
E_LUMO (alpha / beta): -5.8 / -8.8 eV
ΔE to the lowest compared entry with this formula, charge and spin: 43.2 kcal/mol
total charge: +1

Each line ends with the Löwdin charge.
Geometry (Å):
1 C -1.35 -0.41 -0.96  -0.274
2 O -0.73 -1.27 0.05  -0.092
3 C -2.21 -1.23 -1.83  -0.165
4 C -3.30 -0.73 -2.45  0.025
5 H -0.52 0.05 -1.48  0.097
6 H -1.89 0.48 -0.52  0.132
7 H -0.17 -0.82 0.68  0.034
8 H -1.96 -2.27 -1.77  0.099
9 H -4.01 -1.39 -3.00  0.078
10 H -3.44 0.37 -2.42  0.068
11 C 2.69 -0.94 1.88  0.196
12 C 2.32 0.10 1.11  -0.090
13 C 1.64 1.29 1.63  -0.055
14 C 1.22 2.37 0.86  0.202
15 H 2.44 -0.91 2.95  0.115
16 H 3.27 -1.79 1.48  0.119
17 H 2.61 0.18 0.04  0.141
18 H 1.30 1.29 2.66  0.131
19 H 0.73 3.23 1.37  0.116
20 H 1.36 2.40 -0.26  0.122

[6]
The following is a quantum chemistry calculation of a molecular structure, C7H12O2, from OMol25.

## Properties
total energy: -424.3608 Ha
HOMO energy: -9.10 eV
gap between HOMO and LUMO: 9.95 eV
E_LUMO: 0.8 eV
ΔE to the lowest compared entry with this formula, charge and spin: 22.1 kcal/mol

Each line ends with the Löwdin charge.
Geometry (Å):
1 C 1.84 0.29 1.43  0.010
2 C 0.97 -0.49 0.46  -0.479
3 O 0.88 -1.84 0.90  0.032
4 O 1.41 -0.39 -0.89  0.048
5 H 1.18 -2.34 0.12  0.120
6 H 2.80 -0.21 1.54  0.093
7 H 1.36 0.33 2.41  0.096
8 H 2.03 1.30 1.08  0.081
9 C -0.60 1.70 0.19  -0.033
10 C -1.76 -0.54 0.41  -0.033
11 C -0.49 0.19 -0.01  -0.358
12 C -0.38 -0.54 -2.54  0.092
13 C 0.10 -0.23 -1.33  -0.319
14 H 0.32 2.22 -0.08  0.084
15 H -1.41 2.12 -0.42  0.089
16 H -2.64 -0.15 -0.12  0.086
17 H -1.93 -0.42 1.48  0.088
18 H -1.70 -1.62 0.20  0.085
19 H -0.83 1.93 1.24  0.089
20 H -1.42 -0.36 -2.77  0.065
21 H 0.27 -0.93 -3.31  0.064

[7]
The following is a quantum chemistry calculation of 2 unconnected molecules or ions with the total composition C7H12O3, from OMol25.

## Properties
total energy: -499.5181 Ha
HOMO energy: -9.25 eV
SMILES string: CC1=CCCCOC1=O.O
gap between HOMO and LUMO: 9.36 eV
E_LUMO: 0.1 eV
ΔE to the lowest compared entry with this formula, charge and spin: 80.6 kcal/mol

Each line ends with the Löwdin charge.
Geometry (Å):
1 C -0.94 0.84 -2.49  -0.058
2 C 0.00 0.61 -1.33  -0.186
3 C 0.01 1.50 -0.32  -0.048
4 C 0.02 1.31 1.17  -0.195
5 C 0.63 0.01 1.69  -0.210
6 C 1.84 -0.39 0.95  -0.022
7 O 1.34 -1.20 -0.42  0.001
8 C 0.41 -0.83 -1.24  -0.449
9 O -0.51 -1.69 -1.36  0.021
10 H -0.97 1.91 -2.74  0.081
11 H -0.64 0.25 -3.37  0.083
12 H -1.96 0.52 -2.26  0.094
13 H -0.26 2.52 -0.61  0.115
14 H 0.56 2.16 1.60  0.114
15 H -1.01 1.40 1.54  0.128
16 H 0.83 0.09 2.77  0.114
17 H -0.28 -0.95 1.65  0.183
18 H 2.45 0.44 0.57  0.125
19 H 2.45 -1.13 1.46  0.119
20 O -1.63 -2.36 1.30  -0.189
21 H -1.50 -2.13 0.13  0.177
22 H -0.84 -2.89 1.33  0.003

[8]
The following is a quantum chemistry calculation of C7H12O3 in the gas phase, from OMol25.

## Properties
total energy: -499.4501 Ha
HOMO energy: -9.35 eV
SMILES string: C#CCOCC[C@@H](O)CO
gap between HOMO and LUMO: 9.86 eV
E_LUMO: 0.5 eV
ΔE to the lowest compared entry with this formula, charge and spin: 123.2 kcal/mol

Each line ends with the Löwdin charge.
Geometry (Å):
1 C 4.13 4.12 -8.22  0.117
2 C 4.48 3.43 -7.29  -0.093
3 C 4.88 2.52 -6.21  -0.253
4 O 4.17 2.84 -5.04  -0.137
5 C 4.52 2.01 -3.95  -0.238
6 C 3.70 2.41 -2.74  -0.130
7 C 4.08 1.62 -1.49  -0.304
8 O 5.58 1.60 -0.85  -0.098
9 C 3.13 1.74 -0.32  -0.290
10 O 3.62 1.17 0.82  -0.120
11 H 3.78 4.62 -9.11  0.032
12 H 5.97 2.61 -6.04  0.130
13 H 4.67 1.48 -6.52  0.132
14 H 5.60 2.10 -3.74  0.131
15 H 4.32 0.95 -4.22  0.132
16 H 2.63 2.24 -2.94  0.141
17 H 3.85 3.48 -2.54  0.132
18 H 4.03 0.55 -1.78  0.136
19 H 6.10 0.93 -1.31  0.067
20 H 3.55 2.89 -0.43  0.173
21 H 2.13 1.34 -0.59  0.142
22 H 4.72 0.94 0.64  0.195

[9]
The following is a quantum chemistry calculation of C7H12O4Si in the gas phase, from OMol25.

## Properties
total energy: -864.4495 Ha
HOMO energy (alpha / beta): -9.44 / -9.44 eV
SMILES string: C=C(C)C(=O)/C(=C/C)[Si](O)(O)O
gap between HOMO and LUMO (alpha / beta): 9.63 / 9.63 eV
E_LUMO (alpha / beta): 0.2 / 0.2 eV
ΔE to the lowest compared entry with this formula, charge and spin: 23.8 kcal/mol

Each line ends with the Löwdin charge.
Geometry (Å):
1 C 0.05 -2.34 0.33  0.122
2 C 0.23 -1.52 1.39  -0.253
3 C 0.37 -1.98 2.77  -0.045
4 C 0.28 -0.02 1.15  -0.391
5 O 0.70 0.69 2.06  0.049
6 C -0.25 0.39 -0.10  -0.171
7 C -1.44 0.07 -0.57  -0.123
8 C -1.88 0.52 -1.98  -0.083
9 Si 1.08 1.68 -0.87  0.265
10 O 1.83 2.50 0.31  -0.112
11 O 0.48 2.82 -1.91  -0.092
12 O 2.14 0.76 -1.74  -0.097
13 H -0.28 -3.31 0.29  0.055
14 H 0.22 -1.87 -0.53  0.017
15 H 1.28 -1.60 3.07  0.065
16 H -0.56 -1.54 3.33  0.135
17 H 0.26 -2.99 2.93  0.048
18 H -2.26 -0.44 -0.10  0.107
19 H -2.17 1.54 -1.98  0.046
20 H -2.76 -0.25 -2.32  0.128
21 H -1.01 0.40 -2.65  0.064
22 H 1.82 2.20 1.31  0.119
23 H 0.00 3.55 -1.51  0.069
24 H 1.85 0.72 -2.68  0.077

[10]
The following is a quantum chemistry calculation of 2 unconnected molecules or ions with the total composition C7H12O6P, from OMol25.

## Properties
total energy: -1066.7435 Ha
HOMO energy: -5.32 eV
gap between HOMO and LUMO: 8.24 eV
E_LUMO: 2.9 eV
ΔE to the lowest compared entry with this formula, charge and spin: 17.8 kcal/mol
total charge: -1

Each line ends with the Löwdin charge.
Geometry (Å):
1 C 5.53 -0.40 0.00  -0.169
2 C 3.22 0.27 0.88  -0.087
3 C 4.63 -0.13 0.84  -0.184
4 C -0.90 -2.88 0.71  -0.080
5 C -0.57 2.43 0.20  -0.056
6 C 0.18 -1.77 0.78  -0.363
7 C -0.04 2.07 -1.23  -0.298
8 O 0.73 -0.75 -2.97  -0.340
9 O 6.36 -1.00 -0.49  0.186
10 O -1.31 -0.51 -1.51  -0.296
11 O 4.22 1.10 1.43  -0.008
12 O 0.87 -1.37 -0.34  -0.271
13 O 0.83 0.95 -1.10  -0.284
14 P 0.14 -0.48 -1.62  0.261
15 H 2.72 0.65 -0.02  0.105
16 H 2.47 -0.25 1.53  0.115
17 H -0.55 -3.71 -0.03  0.114
18 H -1.00 -3.26 1.72  0.058
19 H -1.74 -2.50 0.32  0.001
20 H -0.39 1.51 0.78  0.070
21 H -0.04 3.33 0.53  0.061
22 H -1.61 2.65 0.20  0.047
23 H 0.99 -2.18 1.54  0.129
24 H -0.19 -0.78 1.12  0.098
25 H 0.55 2.82 -1.68  0.087
26 H -0.82 1.85 -1.98  0.104